Record 1
13
Properties=species:S:1:pos:R:3 method="wB97M-V/def2-TZVPD" orbital_gap_ev="7.582 / 7.854" homo_energy_ev="-11.8 / -12.3" charge=+1 e_lumo_ev="-4.22 / -4.40"
S 1.318 -1.163 -0.808
H -2.448 -0.116 0.690
C 0.003 -0.024 -1.209
H -0.899 -1.183 1.108
C 1.102 0.964 0.487
H -0.364 1.989 -0.625
H 2.236 -0.639 1.237
H -2.043 -1.570 -0.363
C -1.676 -0.855 0.405
H 1.325 1.728 1.167
H -0.472 -0.136 -2.094
N 1.678 -0.179 0.547
N 0.239 1.183 -0.541

Record 2
60
Properties=species:S:1:pos:R:3 method="wB97M-V/def2-TZVPD" multiplicity=3 orbital_gap_ev="6.018 / 5.761" homo_energy_ev="-7.4 / -8.2" charge=0 e_lumo_ev="-1.43 / -2.43" s2=2.045
H 0.126 0.919 3.098
O -2.396 -2.269 -5.880
Se 2.667 0.108 1.420
H 2.714 -2.674 -0.790
C 3.660 -2.520 -0.267
C 5.144 -0.963 -1.573
N 4.550 0.919 -0.619
H -4.662 0.862 -0.047
C -0.355 -1.801 2.996
H -2.881 1.209 1.604
H -2.547 -1.033 4.590
C -0.228 -1.691 -2.482
C -2.809 -2.167 1.454
H 5.564 -1.748 -2.169
O 2.944 0.944 -2.890
H 3.939 2.486 0.589
H 3.481 -2.573 0.805
C 3.847 -0.052 -0.014
C -4.491 -1.278 -0.018
N -0.428 1.486 -2.243
C -1.350 -0.602 2.848
H 3.711 2.749 -1.157
C -1.916 -0.226 4.221
Au 0.164 0.408 0.371
C -0.572 -2.431 -1.196
N -1.426 -1.551 -5.995
H 1.691 -0.960 -1.847
H 0.788 -0.074 -5.896
H -5.268 -1.433 -0.754
C -0.953 -1.954 -3.608
H 4.380 -3.279 -0.566
C 4.376 2.345 -0.397
C -0.375 0.335 2.316
H -0.489 1.378 -3.260
H -0.877 -2.550 3.591
O -1.076 -1.012 -7.027
H 5.349 2.828 -0.448
C -2.458 -0.884 1.848
C -4.153 0.009 0.377
H -1.112 -0.055 4.938
H 5.973 0.977 -2.217
H -4.055 -3.365 0.199
C 0.510 -0.486 -4.937
C 5.351 0.371 -1.589
C -0.620 -1.312 -4.806
N 4.209 -1.211 -0.595
C 1.242 -0.248 -3.825
H -2.528 0.673 4.159
C 0.233 0.588 -1.677
C -3.819 -2.362 0.524
O 2.790 0.949 -5.043
H -2.264 -3.024 1.819
N 2.412 0.608 -3.942
O -0.228 -1.866 -0.112
O -1.131 -3.511 -1.308
C 0.846 -0.650 -2.468
H -0.079 -2.200 2.023
C -3.144 0.199 1.307
H 0.543 -1.515 3.548
H -1.756 -2.674 -3.572

Record 3
16
Properties=species:S:1:pos:R:3 method="wB97M-V/def2-TZVPD" orbital_gap_ev=9.992 homo_energy_ev=-6.3 charge=-1 e_lumo_ev=3.70
H 0.804 -0.154 1.110
C -0.778 -1.082 -1.799
F -1.827 -1.680 -3.707
C 0.381 -1.002 -0.874
C 0.289 0.075 0.149
O 1.237 -1.836 -0.958
F 0.172 -0.868 -3.966
O -3.052 -2.296 -1.721
S -2.089 -1.982 -0.653
H -0.779 0.404 0.325
O -1.289 -3.050 -0.129
H 0.714 0.940 -0.096
O -2.400 -0.899 0.242
C -0.593 -1.621 -3.128
F -0.001 -2.782 -3.171
F -1.273 0.496 -2.040

Record 4
9
Properties=species:S:1:pos:R:3 method="wB97M-V/def2-TZVPD" orbital_gap_ev=9.675 homo_energy_ev=-9.3 charge=0 e_lumo_ev=0.41 smiles="O=C(O)CS"
H 0.440 -0.811 1.085
H 1.550 1.540 0.088
C 0.512 -0.452 -0.009
O -0.665 1.622 -0.065
H -1.747 -1.100 -0.156
S 2.056 0.301 -0.116
H 0.462 -1.386 -0.654
C -0.715 0.443 -0.050
O -1.893 -0.157 -0.123

Record 5
100
Properties=species:S:1:pos:R:3 method="wB97M-V/def2-TZVPD" orbital_gap_ev=7.144 homo_energy_ev=-5.3 charge=-1 e_lumo_ev=1.88
H -2.647 2.578 1.116
H -4.973 -0.821 -0.548
H 3.221 5.150 3.153
H -4.445 5.280 -4.999
O 1.667 -0.876 0.540
H 4.910 0.074 6.582
H -1.967 -2.632 1.777
O 3.602 1.352 -3.539
H -2.955 0.892 0.586
O 4.927 1.377 4.971
H 6.498 2.212 5.977
O 2.669 -0.477 -2.294
C 4.888 -3.241 -3.538
C 1.838 -2.844 -2.819
H -6.547 -1.400 -1.191
H -5.983 4.843 -4.185
H -6.878 3.469 -0.277
H 5.890 1.043 1.132
H -3.423 4.723 -0.622
H -4.070 6.332 -0.360
H -5.895 3.429 -1.731
O 1.591 -3.575 0.528
H 3.267 -0.561 -4.972
H 2.823 -2.256 -5.206
C -3.259 -3.977 2.781
C 4.679 2.739 1.471
H -5.532 1.537 -0.052
C -4.935 4.558 -4.337
C -2.747 1.914 0.250
C -4.813 -5.631 3.406
H -4.187 -2.694 -1.470
O 4.535 1.068 -1.417
H -5.853 -5.922 3.260
H -3.502 -5.064 -1.022
O 0.784 -2.228 -3.529
H -3.452 6.282 -2.641
O 6.762 2.082 2.617
H 4.606 5.280 2.055
C 2.954 -1.875 -2.373
H -4.618 -5.534 4.480
H -1.173 -2.056 -2.927
H 0.040 -1.832 -1.625
H -6.391 -0.897 0.510
C -0.192 -1.638 -2.676
H -4.913 3.575 -4.805
O -4.258 4.463 -3.104
H 2.994 4.815 1.419
H 1.475 -3.409 -1.950
C -3.888 -4.414 -0.234
C 6.298 1.734 5.007
H 4.488 -1.749 -0.827
C -4.796 -3.394 -0.887
H 0.663 -3.366 0.349
C -2.929 -3.115 1.583
O 4.712 -3.951 -4.555
H -3.112 -3.396 3.701
H 4.469 -1.690 -5.551
C 4.682 0.097 5.509
C -4.316 5.667 -2.355
P 2.531 -2.239 0.439
H 0.905 -0.850 -0.055
H -5.237 6.218 -2.579
O 3.969 3.371 2.536
H 3.627 -0.128 5.365
C -5.017 2.504 0.019
H -3.661 -2.317 1.449
O -5.561 -2.700 0.086
H 7.628 3.112 4.101
H 5.296 3.468 0.933
C 4.070 -1.913 -3.430
H 2.277 -3.583 -3.497
C -5.882 -1.389 -0.319
C 3.621 -1.593 -4.877
H -4.885 2.760 1.077
H 5.940 3.536 3.858
H 3.850 -3.404 -1.163
C 3.602 -2.347 -1.035
H -2.586 -4.842 2.797
C 6.638 2.697 3.888
H -4.433 -5.051 0.465
S 4.013 0.404 -2.559
H 5.268 -0.665 4.985
O -4.613 -4.403 2.745
C 3.685 4.721 2.265
H -1.806 1.924 -0.298
C 5.561 1.628 1.992
O -5.475 4.901 -0.320
H 6.929 0.842 4.916
C -4.254 5.383 -0.869
O -2.736 -3.847 0.377
H 3.941 2.317 0.781
O -3.758 2.374 -0.621
O 5.684 -3.526 -2.629
H -4.174 -6.413 2.980
O 3.395 -2.278 1.615
O 4.926 -0.769 -3.093
H -0.225 -0.568 -2.905
H -5.494 -3.908 -1.561
C -5.856 3.572 -0.650
H 5.011 0.950 2.645

Record 6
19
Properties=species:S:1:pos:R:3 method="wB97M-V/def2-TZVPD" orbital_gap_ev=9.306 homo_energy_ev=-8.4 charge=0 e_lumo_ev=0.91 smiles="C=CC=C(C)C.O"
C -0.607 0.255 -0.311
H 1.669 -1.108 0.728
H 1.590 0.000 -2.593
O 1.424 1.790 1.923
C -1.071 -0.013 1.012
H 0.687 -2.356 0.025
H 0.444 1.629 2.015
C 1.194 -1.427 -0.206
C 0.402 -0.358 -0.882
H -3.014 0.895 0.847
H -2.629 -0.202 2.385
C -2.340 0.230 1.502
H -1.373 0.705 -0.945
H 2.075 -1.676 -0.775
H -0.036 0.714 -2.591
H -0.302 -0.570 1.481
H 0.148 -1.038 -2.939
H 1.207 2.690 1.717
C 0.532 -0.159 -2.393

Record 7
51
Properties=species:S:1:pos:R:3 method="wB97M-V/def2-TZVPD" orbital_gap_ev=8.432 homo_energy_ev=-11.7 charge=+1 e_lumo_ev=-3.28 smiles="CCn1c([NH+]2CCN(Cc3ccc([N+](=O)[O-])cc3)CC2)nc2ccccc21"
C 1.028 2.336 -1.042
H 2.498 1.293 -2.182
H 1.188 -2.675 1.415
H 3.411 -2.983 0.831
H 0.477 2.700 -1.896
H 1.421 -0.344 -0.373
C -3.113 1.020 -0.672
H -2.068 -3.927 -0.245
C 2.425 1.465 1.202
N -0.783 0.112 -0.456
C -2.531 -1.295 -0.164
C -4.801 -0.686 -0.317
H 1.020 -1.916 -2.214
H -5.849 -0.938 -0.274
O -1.249 3.694 -0.593
C 1.305 2.259 1.360
H 0.965 2.568 2.336
C 3.085 -1.820 -1.482
C -1.309 -3.410 0.348
H -1.578 -4.675 2.065
H -4.161 -2.689 0.110
H 3.609 -2.745 -1.752
C 1.580 -2.145 -1.307
H 2.990 1.159 2.070
C -1.596 -3.615 1.834
O -0.951 3.698 1.535
C 4.017 0.128 -0.227
C -2.154 0.037 -0.446
H -2.577 -3.223 2.086
N -1.354 -2.012 -0.017
H -0.861 -3.109 2.457
H 1.415 -0.966 1.834
C -3.864 -1.674 -0.098
H -0.336 -3.829 0.081
H 4.565 0.363 -1.142
H 1.436 -3.197 -1.061
C 0.601 2.667 0.235
C -0.369 -1.093 -0.199
N 1.059 -1.314 -0.196
C 1.644 -1.738 1.097
C 2.148 1.539 -1.190
H 3.706 -1.525 1.775
H -5.207 1.366 -0.766
H 3.230 -1.113 -2.298
C 2.844 1.072 -0.070
H -2.827 2.033 -0.903
H 4.705 0.257 0.611
N 3.677 -1.284 -0.280
N -0.622 3.422 0.405
C 3.179 -1.916 0.906
C -4.433 0.634 -0.599

Record 8
78
Properties=species:S:1:pos:R:3 method="wB97M-V/def2-TZVPD" multiplicity=5 orbital_gap_ev="6.509 / 4.471" homo_energy_ev="-11.7 / -12.8" charge=+2 e_lumo_ev="-5.18 / -8.34" s2=6.023
H 1.026 4.606 -0.200
C -0.920 0.836 -0.421
C -0.992 2.179 0.167
H -6.318 -0.018 -1.177
C 1.690 2.583 -0.298
H 2.695 4.164 1.916
H -1.836 -3.534 -0.267
H 4.190 -2.437 -0.908
H -5.868 1.578 0.656
C 1.577 -2.611 -4.189
H -1.189 4.262 -0.172
H 3.092 -3.285 0.848
C 1.719 1.280 -0.926
H 1.371 0.167 -2.699
H 3.823 -1.134 -2.054
H -2.132 -2.936 -2.325
C 0.907 1.014 -2.177
H -1.208 -2.228 0.751
H 2.430 2.165 5.032
H -1.251 1.241 -2.507
H -1.182 3.323 -1.657
C 1.276 -2.649 -2.743
H -4.269 -1.080 2.052
C -0.932 -3.156 0.226
C 3.996 1.542 2.218
Pt 0.647 1.164 0.810
H -4.996 0.466 -2.304
H 4.089 -2.784 -2.651
C -0.425 0.301 2.361
H -1.286 -2.535 -3.838
P -4.143 0.039 -0.082
C 2.171 -2.684 0.864
P 2.278 1.906 2.680
H 2.569 0.431 4.553
H 1.509 -3.095 1.635
H -1.309 -4.205 -3.248
H -0.311 -1.808 2.611
C -0.001 -2.897 -2.173
H -5.912 -0.739 1.394
H 1.586 -3.624 -4.621
H 4.503 1.134 3.101
C 0.146 -2.920 -0.756
H 1.063 3.967 -1.837
C 0.163 -0.904 3.021
C -4.898 -1.086 1.152
H -0.623 -3.892 0.983
C 0.805 3.710 -0.800
C 1.520 -2.690 -0.459
O -1.493 0.787 2.736
C -0.707 3.409 -0.670
H -0.027 -0.873 4.104
C -0.564 0.661 -1.874
C -5.285 -0.217 -1.494
H -0.733 -0.394 -2.126
H 0.958 1.235 4.589
H 0.960 1.874 -2.862
H 2.663 2.927 0.077
C 2.210 -2.498 -1.685
H -5.180 -1.255 -1.841
H 2.561 -2.163 -4.370
H 0.824 -2.029 -4.738
C -4.777 1.641 0.550
C 3.649 -2.199 -1.832
H -4.312 1.853 1.522
H -1.787 2.304 0.912
C 2.113 3.713 2.729
C -1.244 -3.152 -2.931
H 2.463 -1.662 1.158
H 4.032 0.808 1.400
H -1.687 0.127 -0.062
H -4.511 2.440 -0.154
H 1.244 -0.990 2.848
H 2.485 4.050 3.704
C 2.028 1.372 4.388
H 1.056 3.987 2.616
H -4.929 -2.101 0.735
H 4.475 2.476 1.896
H 2.676 0.741 -0.868

Record 9
8
Properties=species:S:1:pos:R:3 method="wB97M-V/def2-TZVPD" orbital_gap_ev=8.995 homo_energy_ev=-9.8 charge=0 e_lumo_ev=-0.80
H 0.402 -0.931 -0.660
C 1.523 0.839 -0.466
F 2.598 0.644 0.237
F -2.991 0.030 0.165
C 0.452 -0.072 0.003
H 0.804 -0.409 0.943
C -1.877 -0.443 -0.281
O -0.911 0.343 0.058

Record 10
16
Properties=species:S:1:pos:R:3 method="wB97M-V/def2-TZVPD" multiplicity=4 orbital_gap_ev="7.836 / 8.091" homo_energy_ev="-12.7 / -14.4" charge=+1 e_lumo_ev="-4.87 / -6.30" s2=3.761
H 0.766 -1.913 -0.997
H -3.116 0.229 0.888
O 1.170 -0.618 0.613
C -1.068 -1.221 0.156
H -3.266 0.010 -0.895
H -1.374 -1.995 -0.644
H 2.717 -0.899 -0.771
Ni 0.289 1.230 -0.033
H -2.781 1.602 -0.215
C -2.715 0.516 -0.092
O -1.332 0.164 -0.170
C 2.421 -0.131 -0.035
O 2.131 1.071 -0.571
H -1.426 -1.417 1.178
H 3.146 -0.091 0.795
C 0.365 -1.487 -0.075

Record 11
113
Properties=species:S:1:pos:R:3 method="wB97M-V/def2-TZVPD" multiplicity=2 orbital_gap_ev="6.379 / 5.251" homo_energy_ev="-4.2 / -4.2" charge=-1 e_lumo_ev="2.22 / 1.07" s2=0.756
H 3.209 -2.400 3.824
H 3.831 4.613 2.749
C 3.416 3.563 0.940
H 5.628 0.428 3.690
C 1.106 0.884 3.211
H -6.200 -2.253 -3.542
H 4.379 -3.703 3.531
H 0.222 6.045 -2.948
C 0.919 1.213 4.553
S 4.618 -1.526 -2.504
H -6.061 -3.281 1.739
H 7.179 -1.460 -0.808
H 6.627 -2.351 5.029
H -1.929 -2.587 2.439
C 4.237 -2.730 4.011
C 2.699 2.338 -1.137
H -3.382 -3.290 3.190
C -3.108 -3.103 -3.453
H -5.893 -1.520 1.918
H 3.616 1.840 -1.467
H -3.431 2.560 -1.838
C -3.872 1.272 1.892
Ge -2.907 -0.946 -0.659
C 2.691 2.490 0.359
C -0.396 -1.191 -3.830
H -1.443 -1.015 -3.605
C 6.656 -2.151 3.954
C -0.540 2.935 -1.738
H -0.789 2.065 2.037
H 5.083 -0.364 5.186
C -0.030 -1.378 -5.154
C -3.929 -0.179 -4.011
H 1.845 1.750 -1.474
H 1.594 -1.791 -6.504
C 4.958 -0.337 4.097
H 0.295 0.546 5.137
H -6.220 0.935 -1.301
C 3.850 -1.537 -0.054
H -3.282 3.369 -0.272
H -4.669 0.586 -3.738
C 5.173 -1.616 1.960
H -0.964 1.209 -2.923
C -5.987 0.761 -0.242
H -2.122 -3.279 -3.005
C 1.296 -1.635 -5.474
C -0.711 2.262 -2.943
H 3.273 -1.895 -4.708
C 2.235 -1.696 -4.461
Si -3.943 -1.567 -2.726
C 1.863 -1.502 -3.125
H -0.702 2.431 -5.076
H -2.959 0.325 -4.092
H -4.196 -0.569 -5.002
H 3.931 -0.041 3.881
H -0.144 4.837 -5.084
C -3.016 -2.492 2.528
H -6.342 -0.240 0.020
H -6.555 1.491 0.350
C 0.523 -1.249 -2.775
H -6.310 -2.223 0.341
H 6.977 -3.068 3.446
H -4.342 -4.392 -0.771
Bi -0.041 -0.886 -0.512
H -2.747 -4.632 -0.034
H 7.409 -1.375 3.784
C -0.561 2.951 -4.135
C 1.910 1.806 2.428
C 2.525 2.919 3.073
C 3.932 -1.593 1.336
C 2.902 -1.559 -2.079
H -4.215 -5.029 0.884
C -0.188 4.294 -1.758
C 5.264 -1.711 3.488
H 4.354 -2.854 5.092
H 4.016 4.211 0.307
C 6.271 -1.496 -0.217
N -0.697 2.374 -0.477
H -2.960 0.767 2.242
C -0.495 3.253 0.447
H 7.309 -1.555 1.631
H -4.884 3.127 -0.993
N 1.999 1.641 1.077
C -0.231 4.308 -4.142
S -0.042 4.870 -0.120
H -0.778 -1.330 -5.939
C -3.896 2.671 -0.851
H 2.660 3.316 -1.619
H -3.779 2.337 2.125
H 2.999 -1.642 1.895
C -3.776 -4.321 0.169
H -6.347 -1.204 -2.116
N -0.704 3.041 1.768
H -0.230 3.629 2.434
H -3.721 -3.991 -3.251
S 0.353 -0.573 2.605
C -5.706 -2.367 1.245
C -0.035 4.991 -2.949
H 2.784 4.044 4.900
C -5.769 -2.024 -2.558
C 6.331 -1.547 1.166
C 1.506 2.337 5.162
C 2.316 3.175 4.446
C 3.324 3.775 2.278
H 1.321 2.527 6.215
H -5.894 -2.907 -1.915
N 2.672 -1.567 -0.808
Te -0.146 -3.625 -0.300
C 5.020 -1.507 -0.820
Si -3.862 -2.568 0.857
Si -4.127 1.006 0.036
H -2.973 -3.026 -4.540
H -4.712 0.860 2.466
H -3.219 -1.528 3.008

Record 12
12
Properties=species:S:1:pos:R:3 method="wB97M-V/def2-TZVPD" orbital_gap_ev="6.866 / 6.834" homo_energy_ev="-7.6 / -7.6" charge=0 e_lumo_ev="-0.75 / -0.76"
N 1.822 0.495 0.257
H 2.390 0.017 -0.437
H -0.673 1.190 -1.279
H 0.980 -2.043 0.473
O -1.743 -1.754 -1.103
H -1.993 0.902 1.289
C -0.942 0.795 -0.290
C -0.882 -1.270 -0.448
N -1.847 1.354 0.382
H 2.005 1.463 0.478
N 0.562 0.089 0.507
C 0.321 -1.238 0.171